(1)
C6H9N | ωB97M-V with the def2-TZVPD basis set

Total energy (eV): -7854.7928
HOMO-LUMO gap (eV): 10.3141
Total charge: 0
SMILES: CC#CC[C@H]1CN1
ΔE to the lowest compared entry with this formula, charge and spin (kJ/mol): 324.8

XYZ file:
```
16
Properties=species:S:1:pos:R:3:forces:R:3:lowdin_charge:R:1
N 2.31021 -0.39695 0.61174 0.339 0.110 0.077 0.02
C -1.60745 0.24919 -0.98304 0.558 0.151 -0.090 -0.10
C -0.51890 0.52032 -1.42284 -0.379 -0.236 0.392 -0.05
C 0.93938 -0.73802 0.98785 -0.189 -0.119 0.063 -0.16
C 0.94102 0.60380 -1.28959 0.131 -0.022 0.003 -0.16
C -2.62248 -0.20500 -0.04088 -0.113 -0.077 0.042 -0.10
C 1.22727 0.48586 0.20559 -0.077 0.201 -0.009 -0.34
H 1.44036 -0.22211 -1.80796 -0.104 0.125 0.022 0.12
H -3.38241 0.54173 0.18780 -0.027 -0.047 -0.116 0.07
H -3.09405 -1.13617 -0.35462 -0.112 0.090 -0.041 0.08
H 1.07733 1.41584 0.75506 0.156 -0.104 -0.093 0.14
H 0.51854 -1.62305 0.51633 0.139 0.150 -0.071 0.11
H 2.81930 -0.01382 1.40068 0.004 -0.059 -0.030 0.09
H 0.65271 -0.61294 2.03184 0.010 0.021 -0.202 0.10
H 1.35653 1.54189 -1.67278 -0.054 -0.154 -0.012 0.11
H -2.05734 -0.41056 0.87483 -0.282 -0.028 0.064 0.07
```
Forces are in eV/Å.

***

(2)
C22H59N21O14P | ωB97M-V with the def2-TZVPD basis set

Total energy (eV): -93015.7522
HOMO-LUMO gap (eV): 6.2038
Total charge: +1
ΔE to the lowest compared entry with this formula, charge and spin (kJ/mol): 601.0

XYZ file:
```
117
Properties=species:S:1:pos:R:3:forces:R:3:lowdin_charge:R:1
P 2.04915 0.77344 -1.68505 -4.460 3.094 -0.232 0.86
O -5.53491 2.08646 3.01909 0.104 -0.059 0.104 0.02
O -3.71981 -2.88967 2.46896 -1.088 -0.058 -5.092 0.04
O 4.48629 3.03389 0.29897 -0.351 -0.374 -0.210 -0.02
O -3.91260 -3.78023 0.26475 0.662 2.082 1.426 -0.07
O 1.96663 -3.11005 -4.90548 -0.232 0.206 0.310 -0.01
O 3.77146 -5.74150 3.33907 -0.129 0.104 -0.086 0.01
O -4.92727 5.06525 6.46977 0.069 -0.090 -0.026 0.02
O 0.78289 1.68581 -1.93541 3.041 -2.667 0.605 -0.50
O -2.83175 -3.75111 -3.26238 0.084 0.393 -0.676 -0.02
O 2.19347 3.73467 -5.53465 0.026 -0.141 -0.141 -0.02
O 0.47140 -3.54755 1.69383 1.709 2.103 -3.105 -0.10
O 0.76005 7.81902 -7.53036 -0.034 -0.060 0.051 0.01
O 6.21610 2.67617 4.67725 0.041 -0.101 0.337 0.01
O -0.30565 4.90822 -1.02542 0.020 0.038 0.115 0.02
N -5.86731 0.32768 4.40190 0.343 -0.680 0.004 0.17
N -6.86423 2.33489 4.83373 -0.407 0.576 0.059 0.15
N -0.62464 3.12690 0.33320 0.523 -0.788 0.137 0.15
N 5.46288 3.59584 2.26052 0.204 0.202 -0.461 0.16
N 1.78504 5.88815 -4.96165 0.192 0.470 -0.566 0.16
N 1.40114 4.20874 -3.46750 0.136 -0.404 0.199 0.16
N -2.78121 4.49596 6.90760 0.625 0.453 0.475 0.14
N -0.37132 6.04493 -8.35919 0.276 -0.642 -0.327 0.15
N 3.20766 3.80721 2.00371 -0.975 -0.106 -0.005 0.15
N -1.62503 5.12688 0.79862 -0.316 0.626 0.240 0.16
N -3.14035 -1.65186 -4.05825 0.600 0.288 -0.124 0.17
N -1.50049 7.87338 -7.58850 -0.530 0.590 0.251 0.15
N 2.93197 -7.05537 1.69765 -0.635 0.174 -0.524 0.16
N -4.08978 3.15255 5.60354 -0.193 -0.441 -0.345 0.16
N 0.95263 -1.76890 -2.39537 -0.408 -1.615 3.272 0.06
N 4.74056 -7.73915 2.90951 0.525 -0.214 0.325 0.16
N 7.63183 1.08065 5.42772 0.692 0.024 -0.093 0.16
N 0.59426 -4.39970 -6.16749 -0.628 -0.020 0.286 0.16
N 2.80685 -4.22231 -6.68701 0.592 0.100 0.009 0.17
N -4.92454 -2.89926 -3.38400 -0.366 -0.448 0.231 0.18
N 5.37754 0.82403 5.67033 -0.795 -0.199 0.087 0.15
C -4.75258 -1.32346 0.88024 -0.435 -0.724 0.746 0.01
C 0.68646 -2.92454 0.44497 -0.312 0.211 -2.877 -0.10
C -0.81836 4.41966 -0.02968 0.058 0.206 -0.264 -0.69
C 1.49326 -3.20461 2.67550 0.774 -0.527 3.304 -0.21
C 0.41357 -3.11652 -2.25798 0.319 0.753 4.115 0.07
C -0.38918 -5.21731 -0.77910 0.194 1.103 0.740 -0.13
C 6.39706 1.59711 5.22295 0.101 0.256 -0.075 -0.68
C 1.80011 -3.86303 -5.85968 0.135 -0.093 -0.296 -0.68
C -2.00315 -5.05941 -0.89896 0.261 0.216 -0.809 -0.13
C -2.49105 -3.75695 -0.08748 1.025 -0.717 -0.001 -0.18
C 1.38726 -0.95899 -1.26043 -0.647 -3.520 1.707 -0.22
C 4.39399 3.45204 1.44839 0.636 0.125 0.085 -0.70
C 0.25154 -3.74830 -0.83182 1.219 2.524 -1.368 -0.04
C 3.81251 -6.77831 2.69104 0.152 0.122 0.234 -0.69
C -0.30092 7.28086 -7.80793 0.378 0.099 0.080 -0.70
C 1.81690 4.55821 -4.70663 0.000 -0.080 0.201 -0.70
C -3.99390 4.28830 6.33545 -0.371 0.155 -0.014 -0.70
C -4.07206 -2.74449 1.26312 0.255 0.571 3.377 -0.38
C 0.91501 -3.72390 4.11417 -0.830 0.885 -0.847 -0.06
C -3.58516 -2.82558 -3.55020 -0.340 0.179 -0.096 -0.66
C 1.26763 -1.50085 0.20793 -0.817 -1.574 -3.124 0.07
C -6.05484 1.61398 4.01955 -0.443 -0.240 -0.634 -0.73
H 1.40976 3.22600 -3.23683 -0.279 0.360 0.073 0.04
H 2.94875 -7.89975 1.15473 0.012 0.061 0.071 0.10
H 7.80185 0.19731 5.87331 -0.034 0.086 -0.035 0.10
H 2.69271 -4.83656 -7.47299 -0.016 0.062 0.066 0.11
H -3.33635 2.50097 5.48008 -0.040 0.111 0.017 0.10
H -1.90870 -3.71203 0.90005 -0.721 0.135 -1.440 0.12
H 4.79151 -8.59634 2.38942 -0.021 0.079 0.047 0.10
H -6.28389 -0.08053 5.21938 0.022 0.040 -0.070 0.10
H 2.49375 -3.75892 2.52845 -1.619 0.857 -0.384 0.12
H 5.40849 3.93549 3.20352 0.093 -0.257 -0.005 0.07
H 5.50505 -0.06412 6.12065 0.024 0.096 -0.028 0.10
H 1.08889 4.86716 -2.77456 -0.146 -0.165 0.068 0.07
H -5.72224 -1.49904 0.29302 1.645 0.359 0.567 0.09
H 1.60074 -0.86022 1.09105 -0.459 -0.943 -1.666 0.11
H -2.14748 -1.55785 -4.19678 -0.237 0.083 -0.028 0.10
H -0.02825 2.56538 -0.26070 -0.210 0.053 -0.210 0.05
H -5.04993 -0.82735 1.88724 0.609 -0.987 -1.888 0.07
H 3.11075 4.15193 2.94160 0.095 0.015 -0.098 0.10
H -1.23217 5.58575 -8.59437 0.079 0.066 0.048 0.09
H 4.44311 1.17441 5.53652 0.201 -0.078 0.062 0.10
H -4.98026 2.96432 5.16169 0.606 0.275 0.335 0.04
H -0.18287 -4.15605 -5.57492 0.036 -0.094 -0.242 0.09
H -7.02911 3.29820 4.58331 -0.082 -0.133 0.075 0.13
H -4.02778 -0.60328 0.36926 -1.016 -1.261 0.413 0.09
H 6.36177 3.34260 1.88432 -0.167 0.042 0.159 0.11
H -1.79311 6.09162 0.56234 0.008 -0.192 0.061 0.11
H 0.43898 -5.01742 -6.94384 0.016 0.057 0.059 0.11
H 8.41641 1.62626 5.10886 -0.136 -0.120 0.092 0.11
H 3.71981 -3.84337 -6.49126 -0.153 -0.074 -0.088 0.12
H 1.03818 -1.36771 -3.34387 0.110 -0.565 0.564 0.14
H 1.48053 6.57726 -4.29848 -0.001 -0.100 -0.053 0.10
H -2.20431 -4.84138 -2.02124 0.133 -0.828 2.398 0.08
H -0.23276 -3.81059 3.97047 1.886 -0.074 0.354 0.09
H 2.82363 0.77981 -2.89095 0.136 -0.649 0.832 0.05
H -2.31847 -2.83157 -0.74545 -0.042 -1.259 1.012 0.13
H -5.55828 -2.15478 -3.61271 0.080 -0.044 0.002 0.11
H 5.41320 -7.57008 3.64022 -0.125 -0.060 -0.145 0.11
H -0.07523 -5.70808 0.20788 -0.521 0.813 -1.316 0.11
H -2.67130 5.33106 7.46021 -0.012 -0.176 -0.103 0.11
H 2.38482 3.71571 1.42875 0.127 0.180 0.099 0.09
H -2.00237 3.87075 6.80973 -0.109 0.043 0.009 0.09
H 1.67956 -2.08611 2.80918 -0.472 -1.486 -0.700 0.11
H -3.74042 -0.88357 -4.29962 0.048 -0.052 0.025 0.11
H 2.71525 1.33037 -0.54283 0.447 -0.925 -0.540 0.03
H -5.29440 -3.75796 -3.00752 0.026 0.176 -0.045 0.12
H -1.03704 2.70752 1.14688 -0.087 0.156 -0.073 0.09
H -2.51754 -6.03247 -0.56645 0.741 1.622 -0.346 0.13
H -1.48971 8.79367 -7.17945 -0.011 -0.188 -0.093 0.11
H 2.22513 -6.36436 1.50485 0.122 -0.184 0.042 0.09
H 2.08733 6.18911 -5.87539 -0.172 0.111 0.154 0.09
H 0.05595 -3.73453 -3.16133 0.884 1.546 1.481 0.13
H 1.05464 -2.87827 4.88275 0.038 -1.565 -1.030 0.08
H -7.30051 1.96496 5.65927 0.056 0.046 -0.042 0.11
H 0.49997 5.57129 -8.53738 -0.182 0.051 0.076 0.11
H 0.07185 -5.83858 -1.62031 -0.856 0.922 1.040 0.12
H -2.05607 4.74453 1.62094 -0.009 0.011 -0.099 0.10
H -5.27176 -0.24035 3.82157 -0.091 0.043 0.240 0.08
H 1.36964 -4.71697 4.44148 -0.591 1.530 -0.475 0.08
H -2.38271 7.44872 -7.80919 0.107 0.025 0.009 0.09
```
Forces are in eV/Å.

***

(3)
C19H40BBrF2IN8O11PS2 | ωB97M-V with the def2-TZVPD basis set

Total energy (eV): -170000.7834
HOMO-LUMO gap (eV): 6.9882
Total charge: 0

XYZ file:
```
86
Properties=species:S:1:pos:R:3:forces:R:3:lowdin_charge:R:1
I -0.18214 2.83951 -4.69503 0.306 -0.519 0.870 0.63
Br 2.91271 0.70887 -0.45542 -0.441 -0.569 0.310 0.91
S -2.67717 0.12937 -7.83764 2.228 -2.206 -0.004 0.48
S -4.02624 2.29305 -8.40769 -0.967 2.853 -0.924 0.48
P 0.23418 0.82566 -3.29214 0.751 -1.023 -2.320 0.65
F -3.26335 2.90589 -7.14385 0.168 -0.157 0.211 -0.23
F -3.11823 -1.36448 -7.47352 -0.659 0.284 -0.010 -0.21
O -1.84606 -0.10567 -8.99012 -0.737 0.698 0.468 -0.29
O 2.36365 3.27569 -2.42645 -1.370 -0.883 1.501 0.03
O -3.19799 2.70769 -9.51111 -0.188 -0.914 0.666 -0.29
O -5.30564 2.95386 -8.31777 0.495 -1.338 0.035 -0.31
O 0.22851 1.72672 6.65770 0.428 -0.727 0.351 -0.22
O -1.99757 0.51794 -6.62424 -0.587 0.353 -0.416 -0.39
O 1.06987 -5.54213 1.50622 0.831 1.414 0.116 -0.17
O -0.13496 -2.60411 0.39901 -1.481 0.098 0.378 -0.14
O 1.91853 0.57601 -3.53235 -1.919 0.426 0.674 -0.40
O -1.22035 -1.88629 -3.30530 0.953 0.284 2.889 -0.16
O -2.83997 -2.50413 -4.53587 0.834 0.895 -0.077 0.12
N -0.75402 -0.74238 2.59605 0.048 0.435 -0.289 0.05
N 1.56330 4.62127 -0.52476 0.590 -1.037 -0.463 0.12
N -4.10035 0.75416 -8.08646 0.336 0.442 0.183 -0.30
N -1.89606 -1.80989 -4.53781 -1.783 -1.022 -1.672 0.02
N -1.20115 -1.01345 -1.03941 0.298 -0.424 -0.166 0.06
N 0.23015 0.23632 0.53784 -1.958 -0.300 -0.207 0.02
N -2.44303 3.51749 -1.97056 1.599 0.885 0.905 0.08
N -0.13993 1.14828 -1.59502 1.415 -2.269 1.227 -0.16
C 1.21465 1.33576 0.44554 -0.133 0.971 -2.065 -0.56
C 0.61400 -5.76239 -0.98142 0.223 0.426 0.145 -0.07
C -0.45523 -3.63724 1.36078 -0.001 -0.476 0.993 -0.17
C 2.81349 -0.08957 2.87160 1.366 -0.007 0.020 -0.22
C -1.37131 3.90830 -1.36742 -0.482 -0.285 0.114 -0.26
C 1.66076 -5.47061 0.19473 -0.140 -0.733 -1.180 -0.24
C 2.55518 -0.34803 4.41584 -0.619 0.181 -0.470 -0.19
C -0.81297 0.34813 1.62181 -1.541 -0.798 -0.477 -0.20
C -0.73416 3.01935 -0.22487 -1.061 -0.044 0.175 -0.10
C 1.30694 0.80185 6.47288 -0.493 -0.710 -1.381 -0.21
C 0.84972 -4.22804 2.04837 -0.733 0.298 -0.943 -0.16
C 0.53330 2.14678 -0.75861 -1.375 2.365 1.704 -0.35
C 1.19204 0.23883 4.97273 -0.021 -1.350 0.860 -0.19
C 1.73568 2.09847 1.71018 0.497 0.070 1.633 -0.17
C -0.43797 0.02381 -0.73868 2.414 2.870 -0.117 -0.19
C -1.04575 1.07437 6.72375 -0.818 0.631 0.253 -0.12
C -1.40204 -2.16179 -0.10002 0.494 -0.810 0.183 -0.14
C 2.97953 1.43412 2.48180 -0.598 0.505 1.091 -0.24
C -1.94036 -1.15012 -2.30744 -1.855 0.369 -0.616 -0.19
B 1.49905 3.31364 -1.30848 2.082 1.264 -1.434 -0.65
H 1.18896 -0.05205 7.21191 0.361 0.861 -0.786 0.13
H 2.09949 3.15099 1.50372 -0.785 -1.266 -0.457 0.12
H -0.99463 -0.04677 6.71322 0.104 0.986 0.103 0.09
H 0.48208 -0.64419 5.05878 0.651 1.041 -0.271 0.09
H -1.56206 1.43020 7.66751 0.536 -0.569 -1.011 0.10
H 2.13275 -4.46752 -0.02301 -0.424 -1.005 0.557 0.12
H 2.56169 -1.46430 4.56510 0.122 1.089 0.016 0.11
H -2.11433 -1.86745 0.72569 0.870 -0.177 -0.682 0.14
H -1.59662 2.34127 0.07386 1.084 0.517 -0.488 0.11
H 0.67725 0.96643 4.28511 0.841 -0.371 0.846 0.10
H -1.84910 -3.04068 -0.65528 0.286 1.269 0.158 0.16
H 3.01192 1.99738 3.47134 -0.042 -0.473 -1.129 0.12
H 0.96746 2.25052 2.53171 0.430 -0.329 -1.316 0.11
H -1.05559 -0.47384 3.52698 0.391 -0.004 -0.265 0.07
H -0.89899 1.38224 2.04745 0.555 -0.921 -0.261 0.13
H 3.96490 1.68528 1.99501 -1.227 -0.557 0.244 0.09
H 2.45971 -6.25921 0.15480 -0.692 0.788 0.150 0.12
H -0.40772 -6.01866 -0.59124 1.051 0.206 -0.219 0.07
H -1.68245 1.42010 5.85792 0.604 -0.440 0.735 0.09
H 1.70425 -3.52391 1.82860 -0.658 -0.706 0.141 0.12
H 1.64675 5.34082 -1.25444 -0.056 -0.089 0.412 0.08
H 0.53236 -4.81741 -1.59754 -0.064 -1.196 0.423 0.07
H 2.31525 1.27227 6.61030 -1.159 0.031 0.069 0.12
H -2.90363 -1.69191 -2.05835 1.103 0.490 -0.153 0.15
H -0.48781 3.61346 0.69506 0.016 -0.265 -1.125 0.12
H -0.92421 4.90667 -1.65782 -0.037 -1.169 0.635 0.12
H 0.94720 -6.62557 -1.62421 -0.287 1.026 0.601 0.08
H 2.50323 4.60982 -0.09454 -0.567 0.253 0.054 0.08
H -1.79783 0.19848 1.06734 0.988 0.530 0.644 0.12
H 0.11823 -1.26148 2.58196 -0.167 0.415 0.153 0.06
H 3.08667 3.91353 -2.35089 -0.397 0.029 -0.160 0.11
H 3.81340 -0.58317 2.65441 -1.194 0.430 0.105 0.12
H 3.38879 0.09237 5.03101 -0.567 -0.450 -0.793 0.11
H 0.74406 -4.27824 3.16324 -0.099 -0.279 -1.064 0.13
H -1.00857 -4.46371 0.82954 0.636 0.671 0.609 0.12
H -2.25666 -0.15258 -2.73205 0.626 -0.766 0.647 0.14
H 1.98172 -0.35205 -3.83012 -0.067 0.404 0.147 0.05
H -2.66184 4.26323 -2.64684 -0.257 -0.565 0.027 0.05
H 2.08285 -0.58993 2.18197 0.499 0.354 0.811 0.07
H -1.14017 -3.22128 2.15545 0.598 -0.208 -0.831 0.12
```
Forces are in eV/Å.

***

(4)
C6H9N3 | ωB97M-V with the def2-TZVPD basis set

Total energy (eV): -10833.8660
HOMO-LUMO gap (eV): 10.1802
Total charge: 0
SMILES: C1NC12[C@@H]1N[C@@H]1[C@H]1N[C@H]12
ΔE to the lowest compared entry with this formula, charge and spin (kJ/mol): 362.9

XYZ file:
```
18
Properties=species:S:1:pos:R:3:forces:R:3:lowdin_charge:R:1
N 1.98782 -0.66983 -0.72827 -0.451 0.569 1.130 0.09
N -0.67572 1.75130 0.32808 -0.978 0.928 -0.601 0.11
N -1.12928 -1.71769 -0.51558 0.346 2.821 0.413 0.11
C -1.45094 0.80646 -0.51423 -2.870 0.746 -0.018 -0.22
C -1.62676 -0.46196 0.21073 -0.825 -2.745 1.111 -0.19
C 0.71065 -0.20476 -0.21940 3.581 0.470 2.207 -0.41
C 2.04861 0.19332 0.49934 -1.083 -1.963 -0.484 -0.06
C -0.25538 -0.98896 0.51146 -1.731 -2.702 -1.335 -0.18
C -0.06825 0.91599 -0.68116 2.553 3.511 -2.632 -0.29
H 0.06499 -1.54161 1.36619 -0.227 -0.136 0.611 0.14
H 2.50147 -0.28896 1.39291 -0.807 0.063 -0.743 0.11
H 0.21338 1.66803 -1.42099 0.801 -1.022 -0.538 0.16
H -0.52135 1.33928 1.21062 -0.013 -0.542 1.348 0.08
H 2.13176 1.24541 0.52067 0.738 1.074 -0.669 0.08
H -2.45207 -0.68135 0.96159 1.062 0.697 -1.102 0.16
H -2.12685 1.28413 -1.27256 0.344 -0.878 1.112 0.16
H 2.26494 -0.19000 -1.56236 0.045 0.340 -0.499 0.09
H -1.61702 -2.45881 -0.08706 -0.483 -1.231 0.691 0.06
```
Forces are in eV/Å.

***

What did the fourth record say?
C6H9N3 | ωB97M-V with the def2-TZVPD basis set

Total energy (eV): -10833.8660
HOMO-LUMO gap (eV): 10.1802
Total charge: 0
SMILES: C1NC12[C@@H]1N[C@@H]1[C@H]1N[C@H]12
ΔE to the lowest compared entry with this formula, charge and spin (kJ/mol): 362.9

XYZ file:
```
18
Properties=species:S:1:pos:R:3:forces:R:3:lowdin_charge:R:1
N 1.98782 -0.66983 -0.72827 -0.451 0.569 1.130 0.09
N -0.67572 1.75130 0.32808 -0.978 0.928 -0.601 0.11
N -1.12928 -1.71769 -0.51558 0.346 2.821 0.413 0.11
C -1.45094 0.80646 -0.51423 -2.870 0.746 -0.018 -0.22
C -1.62676 -0.46196 0.21073 -0.825 -2.745 1.111 -0.19
C 0.71065 -0.20476 -0.21940 3.581 0.470 2.207 -0.41
C 2.04861 0.19332 0.49934 -1.083 -1.963 -0.484 -0.06
C -0.25538 -0.98896 0.51146 -1.731 -2.702 -1.335 -0.18
C -0.06825 0.91599 -0.68116 2.553 3.511 -2.632 -0.29
H 0.06499 -1.54161 1.36619 -0.227 -0.136 0.611 0.14
H 2.50147 -0.28896 1.39291 -0.807 0.063 -0.743 0.11
H 0.21338 1.66803 -1.42099 0.801 -1.022 -0.538 0.16
H -0.52135 1.33928 1.21062 -0.013 -0.542 1.348 0.08
H 2.13176 1.24541 0.52067 0.738 1.074 -0.669 0.08
H -2.45207 -0.68135 0.96159 1.062 0.697 -1.102 0.16
H -2.12685 1.28413 -1.27256 0.344 -0.878 1.112 0.16
H 2.26494 -0.19000 -1.56236 0.045 0.340 -0.499 0.09
H -1.61702 -2.45881 -0.08706 -0.483 -1.231 0.691 0.06
```
Forces are in eV/Å.